# 1
{"formula": "C2H6N2O3", "method": "ωB97M-V/def2-TZVPD", "charge": 1, "relative_energy_kj_mol": 18.1, "multiplicity": 2, "elements": ["O", "C", "N", "C", "N", "O", "H", "H", "H", "H", "H", "H", "O"], "positions_angstrom": [[-0.198, 1.134, 1.636], [-0.737, 0.098, 1.648], [-0.214, -1.044, 0.894], [-0.161, -1.380, -0.392], [-0.111, -0.496, -1.366], [-0.212, -2.639, -0.685], [-1.422, -0.208, 2.458], [-0.128, -1.815, 1.546], [0.256, 0.472, -1.307], [-0.067, -0.928, -2.291], [0.408, 2.203, -0.197], [1.631, 2.642, -0.993], [0.954, 1.961, -0.953]], "nbo_charge": [-0.4317, 0.5566, -0.6272, 0.7150, -0.7065, -0.0828, 0.1771, 0.4410, 0.4774, 0.4356, 0.4974, 0.5162, -0.9680]}

---

# 2
{"formula": "C39H49MnN8O6SSi2Te", "method": "ωB97M-V/def2-TZVPD", "charge": 3, "e_tot_ev": -130623.7106, "multiplicity": 2, "elements": ["Mn", "O", "C", "C", "C", "C", "C", "C", "C", "N", "N", "C", "O", "C", "C", "C", "C", "C", "C", "H", "H", "H", "H", "H", "H", "H", "H", "H", "H", "N", "C", "C", "C", "C", "C", "C", "S", "O", "O", "N", "C", "N", "C", "C", "C", "N", "H", "H", "H", "H", "H", "H", "H", "H", "H", "O", "C", "N", "C", "O", "C", "C", "C", "C", "N", "C", "H", "H", "H", "H", "H", "H", "H", "H", "C", "Si", "C", "C", "C", "Te", "C", "Si", "C", "C", "C", "H", "H", "H", "H", "H", "H", "H", "H", "H", "H", "H", "H", "H", "H", "H", "H", "H", "H", "H", "H", "H", "H"], "positions_angstrom": [[0.006, -0.972, 0.300], [0.690, -2.426, 0.659], [0.845, -3.653, 0.269], [1.079, -4.715, 1.159], [1.222, -5.996, 0.677], [1.186, -6.245, -0.697], [0.953, -5.219, -1.592], [0.749, -3.909, -1.140], [0.410, -2.830, -2.005], [0.110, -1.628, -1.595], [-0.241, -0.717, -2.506], [-0.555, 0.433, -1.987], [-0.540, 0.570, -0.684], [-0.846, 1.576, -2.850], [-1.465, 1.420, -4.092], [-1.584, 2.508, -4.938], [-1.060, 3.741, -4.575], [-0.454, 3.904, -3.338], [-0.365, 2.833, -2.466], [1.127, -4.507, 2.218], [1.374, -6.803, 1.375], [1.334, -7.251, -1.056], [0.912, -5.425, -2.653], [0.385, -3.000, -3.075], [-1.833, 0.448, -4.377], [-2.051, 2.390, -5.903], [-1.088, 4.567, -5.267], [-0.032, 4.861, -3.070], [0.197, 2.915, -1.540], [0.309, 1.239, 8.077], [-0.151, 1.186, 6.824], [-0.968, 2.209, 6.295], [-1.373, 2.184, 4.984], [-1.010, 1.114, 4.173], [-0.245, 0.066, 4.686], [0.180, 0.098, 5.987], [-1.296, 1.136, 2.458], [-2.579, 0.730, 1.942], [-1.060, 2.542, 1.960], [-0.215, 0.183, 1.759], [1.056, 0.632, 1.687], [1.496, 1.588, 2.487], [2.776, 1.915, 2.369], [3.614, 1.283, 1.459], [3.045, 0.329, 0.628], [1.759, 0.010, 0.727], [0.070, 1.996, 8.695], [0.883, 0.499, 8.445], [-1.263, 3.028, 6.932], [-1.975, 2.981, 4.580], [0.000, -0.772, 4.055], [0.780, -0.709, 6.375], [3.112, 2.703, 3.028], [4.657, 1.540, 1.389], [3.611, -0.187, -0.134], [-1.572, -7.027, 3.726], [-2.374, -6.132, 4.422], [-2.978, -5.184, 3.486], [-2.531, -3.923, 3.386], [-1.814, -3.372, 4.196], [-2.862, -3.205, 2.098], [-4.001, -3.303, 1.308], [-4.013, -2.596, 0.112], [-2.901, -1.862, -0.274], [-1.806, -1.760, 0.491], [-1.829, -2.386, 1.665], [-2.052, -7.834, 3.499], [-1.729, -5.550, 5.088], [-3.166, -6.620, 4.999], [-3.511, -5.590, 2.731], [-4.855, -3.884, 1.620], [-4.877, -2.634, -0.533], [-2.884, -1.353, -1.230], [-0.978, -2.291, 2.330], [-4.472, 1.179, -1.052], [-4.915, 3.006, -0.686], [-6.739, 3.345, -0.314], [-4.067, 4.146, -1.941], [-3.982, 3.291, 0.998], [-2.135, 2.702, 0.241], [-1.241, 4.621, 0.168], [-1.117, 5.763, 1.780], [-1.150, 7.485, 0.973], [-2.532, 5.553, 3.040], [0.544, 5.304, 2.598], [-5.288, 0.609, -1.490], [-4.191, 0.704, -0.106], [-3.627, 1.114, -1.743], [-7.348, 3.205, -1.200], [-6.893, 4.371, 0.013], [-7.133, 2.688, 0.458], [-4.542, 4.115, -2.917], [-3.022, 3.862, -2.065], [-4.107, 5.182, -1.618], [-4.340, 2.581, 1.740], [-4.014, 4.309, 1.361], [-1.722, 5.144, -0.656], [-0.206, 4.437, -0.138], [-2.090, 7.700, 0.471], [-0.355, 7.617, 0.242], [-1.015, 8.252, 1.728], [-3.451, 6.046, 2.734], [-2.242, 6.016, 3.980], [-2.750, 4.509, 3.246], [1.396, 5.696, 2.049], [0.657, 4.225, 2.684], [0.607, 5.719, 3.600]], "mulliken_spin": [1.1898, -0.0129, -0.0078, 0.0292, -0.0170, 0.0251, -0.0136, 0.0071, -0.0063, -0.0585, -0.0463, -0.0069, -0.0386, 0.0053, 0.0002, -0.0004, 0.0013, 0.0009, 0.0024, 0.0002, -0.0008, 0.0010, 0.0002, -0.0036, -0.0004, 0.0001, 0.0000, 0.0002, 0.0001, -0.0005, -0.0003, -0.0001, -0.0012, -0.0032, 0.0021, -0.0002, -0.0110, -0.0002, -0.0064, -0.0034, 0.0082, -0.0052, 0.0029, -0.0024, -0.0037, -0.0017, 0.0000, 0.0000, 0.0000, 0.0002, 0.0028, 0.0000, -0.0001, 0.0000, -0.0004, 0.0000, 0.0001, 0.0001, -0.0001, -0.0004, -0.0054, 0.0080, -0.0009, 0.0073, -0.0524, 0.0101, 0.0000, 0.0000, 0.0000, 0.0001, 0.0000, -0.0003, 0.0001, 0.0025, 0.0004, -0.0002, 0.0000, -0.0005, -0.0011, 0.0063, -0.0004, -0.0001, 0.0000, 0.0000, 0.0001, 0.0001, 0.0002, -0.0009, 0.0000, 0.0000, 0.0000, 0.0000, 0.0004, 0.0000, 0.0001, 0.0001, 0.0000, -0.0001, 0.0000, 0.0000, 0.0000, 0.0000, 0.0000, 0.0000, 0.0000, -0.0002, 0.0000]}

---

# 3
{"formula": "C12H12F3NO4S3", "method": "ωB97M-V/def2-TZVPD", "relative_energy_kj_mol": 0.0, "elements": ["O", "N", "O", "C", "C", "C", "C", "C", "C", "S", "C", "C", "C", "S", "S", "O", "O", "C", "F", "F", "F", "C", "C", "H", "H", "H", "H", "H", "H", "H", "H", "H", "H", "H", "H"], "positions_angstrom": [[-5.171, 1.163, -2.961], [-4.722, 0.007, -2.697], [-5.432, -1.040, -2.710], [-3.348, -0.108, -2.320], [-2.820, -1.393, -1.880], [-1.509, -1.428, -1.404], [-0.669, -0.283, -1.324], [0.595, -0.260, -0.427], [0.739, 0.096, 1.028], [-0.253, -1.016, 2.041], [0.044, -0.179, 3.632], [1.472, -0.245, 4.161], [2.342, 0.591, 3.215], [2.411, 0.215, 1.450], [1.823, 0.717, -1.558], [2.388, 1.747, -0.680], [1.184, 1.161, -2.797], [3.271, -0.374, -2.159], [4.179, 0.397, -2.788], [2.708, -1.230, -3.037], [3.937, -1.082, -1.164], [-1.305, 0.956, -1.588], [-2.614, 1.107, -2.064], [-3.488, -2.296, -2.018], [-1.123, -2.400, -1.067], [1.091, -1.225, -0.247], [0.268, 1.088, 0.883], [-0.648, -0.667, 4.327], [-0.202, 0.885, 3.548], [1.484, 0.244, 5.135], [1.840, -1.256, 4.327], [1.996, 1.640, 3.325], [3.403, 0.510, 3.510], [-0.803, 1.879, -1.387], [-3.068, 2.081, -2.304]], "nbo_charge": [-0.3709, 0.4828, -0.3694, 0.0445, -0.1811, -0.1831, -0.0434, -0.4115, -0.5756, 0.2424, -0.5195, -0.4228, -0.5359, 0.3018, 1.9688, -0.9043, -0.8793, 0.7771, -0.2906, -0.3066, -0.3132, -0.1139, -0.1929, 0.2670, 0.2280, 0.2610, 0.2261, 0.2372, 0.2141, 0.2163, 0.2184, 0.2087, 0.2424, 0.2144, 0.2632]}